No. 1
Here is the ion C7H15N2 with charge +1 at a distorted geometry from the OMol25 dataset. Energies are from ωB97M-V with the def2-TZVPD basis set.

```
24
Properties=species:S:1:pos:R:3:forces:R:3
H -0.706 1.410 -1.305 0.85 0.22 -3.40
H -3.810 -0.958 -0.461 -1.85 -0.38 -0.11
N -1.985 -1.498 -0.149 0.39 0.40 0.14
H -0.864 2.081 0.172 0.22 0.25 0.72
H -3.029 1.343 0.531 0.06 -0.12 0.52
H 3.033 0.005 -1.193 -1.16 -0.01 -0.28
H 2.036 -2.378 -0.818 -1.05 0.45 1.86
H 0.441 0.795 1.905 0.52 1.32 1.05
H 0.380 -0.926 1.873 -1.63 1.48 -0.27
C -2.560 0.818 -0.294 2.00 1.69 0.44
C 1.386 -1.913 0.029 0.70 1.70 -2.99
H -1.223 0.104 2.015 0.90 -0.08 -0.59
H 0.455 -0.670 -1.705 0.07 -0.25 1.13
N -0.130 0.154 0.172 -0.80 -1.58 -1.67
H 1.984 -1.643 0.904 0.14 -0.28 -0.32
H 2.374 0.639 0.292 -0.59 0.64 -2.00
H 1.658 1.201 -1.458 0.97 0.69 0.53
H 0.555 -2.533 0.300 -0.35 -0.43 -0.03
C 0.906 -0.536 -0.687 0.09 -2.07 0.92
C -0.203 0.028 1.567 1.28 -2.74 1.71
H -3.019 1.290 -1.130 -0.28 0.22 -1.01
C -2.842 -0.606 -0.265 1.82 -1.25 -0.18
C -0.950 1.147 -0.363 -3.27 0.15 1.89
C 2.069 0.420 -0.813 0.97 -0.03 1.92
```
Positions in Å, forces in eV/Å.

Results
charge: +1
energy relative to the best compared isomer or geometry (same formula, charge and spin): 436.70 kJ/mol
LUMO level (alpha / beta): -4.49 / -6.27 eV
HOMO (alpha / beta): -14.7 / -14.1 eV

No. 2
Here is a structure of composition C32H32BrN2O2S2Tl at a distorted geometry from the OMol25 dataset. Energies are from ωB97M-V with the def2-TZVPD basis set.

```
72
Properties=species:S:1:pos:R:3:forces:R:3
C 6.822 3.639 0.204 1.44 0.77 -0.21
C -1.791 -7.256 1.607 0.79 -0.50 -1.35
H 3.519 1.060 2.005 0.62 -0.10 0.24
N 1.917 2.505 -0.133 0.17 -0.21 -1.31
O 2.721 0.948 1.426 -0.60 0.40 -0.24
C -2.952 3.987 -3.756 0.63 1.36 1.38
H -2.266 -2.981 6.249 -0.16 -0.45 0.06
H -3.281 2.008 -2.113 -1.82 -1.14 -0.15
C 0.225 -1.535 -2.759 -0.30 -0.29 -1.12
H -2.262 -8.042 2.194 -0.15 0.32 0.82
C 0.928 -1.209 -5.092 0.60 -0.63 -1.70
C 6.478 2.986 1.366 -0.81 0.26 -1.26
H -4.857 -3.251 4.895 -0.10 -0.31 0.39
H -1.124 -2.060 5.360 0.91 0.13 -0.30
C 4.793 2.990 -0.866 -0.40 0.76 -1.42
H -2.193 -7.555 0.593 0.67 0.88 0.65
C -3.578 -4.056 2.637 -0.40 1.26 0.18
H -1.122 5.048 -1.016 -0.19 -0.32 -0.20
C -2.041 -5.822 2.038 -0.34 0.06 0.85
N 0.732 1.824 -0.149 -2.53 2.59 -0.63
H -1.030 -0.671 -4.315 0.79 -0.72 0.03
C -1.586 4.978 -1.996 -1.12 0.27 -1.15
H 6.944 3.022 2.311 1.07 -0.03 0.62
C 5.285 2.245 1.362 -2.13 0.05 0.14
C 3.030 1.621 0.260 0.60 -0.70 -1.71
C 6.045 3.613 -0.942 -0.15 0.36 0.24
H -0.735 6.832 -2.531 -0.30 0.22 0.01
H -5.087 -1.856 3.952 -0.62 0.45 -0.52
C -0.028 -1.115 -4.110 -0.66 0.23 1.25
H 2.143 2.985 -1.065 -0.47 -0.73 1.77
C 4.289 2.474 0.282 1.85 -1.96 1.54
H -4.109 -5.933 1.600 0.33 1.20 0.11
C -2.344 3.870 -2.465 0.95 0.33 -1.56
C -3.028 -2.247 4.351 0.36 2.30 -0.92
C -3.331 -5.254 2.028 0.54 -2.14 -0.51
H 6.365 4.261 -1.749 -0.18 -0.45 -0.38
H -0.685 -7.471 1.647 -1.09 0.18 -0.28
H 3.142 0.858 -0.594 -0.11 0.65 1.01
C -0.246 2.537 -0.704 2.53 -1.00 0.48
H -2.408 -1.258 6.208 -0.12 0.00 -0.38
H -1.698 7.057 -4.670 -0.59 -0.30 -0.35
H -3.338 5.283 -5.469 0.12 -0.45 0.37
C -2.617 -3.381 3.416 -0.05 -0.95 -0.34
H -3.502 3.142 -4.084 -0.52 -0.47 -0.50
C -2.000 6.176 -4.107 0.21 0.54 0.57
C -2.160 -2.128 5.586 -0.20 -0.04 0.67
C 1.543 -1.944 -2.460 0.00 0.41 -0.47
H 0.619 -1.141 -6.167 0.33 0.44 0.99
Tl 0.572 -1.060 0.877 -0.07 -0.55 -0.46
C -4.508 -2.233 4.765 0.17 -0.33 0.15
C -2.839 5.157 -4.498 -0.48 -0.50 -1.38
H -0.026 -5.412 2.398 1.03 0.06 0.31
C 2.248 -1.607 -4.778 -0.67 0.08 0.62
H -4.490 -3.509 2.404 -0.29 -0.48 0.51
Br -2.399 0.944 0.468 0.40 -0.04 -0.35
H 3.080 -1.682 -5.475 -0.39 0.20 -0.26
H 3.547 -1.921 -3.175 0.91 -0.66 0.47
S -1.133 -1.712 -1.661 0.39 0.55 0.42
C -1.460 6.088 -2.855 1.48 -0.60 1.64
H 7.783 4.189 0.093 -0.61 -0.29 0.47
H -4.743 -1.635 5.675 0.47 -0.37 -0.66
O 5.022 1.443 2.315 -0.10 -0.08 0.52
C 2.526 -1.891 -3.447 -0.75 0.93 -1.46
C -1.309 -3.858 3.281 0.30 -0.35 -0.28
H -2.868 -1.266 3.765 -0.10 -1.26 0.72
H 0.105 3.445 -1.273 -0.75 -0.94 0.59
C -1.627 2.114 -0.810 -1.29 0.65 -2.02
H 4.175 2.882 -1.769 0.25 0.32 0.10
C -1.005 -5.055 2.590 -1.96 0.50 -0.22
S 2.148 -2.503 -0.954 -0.12 -0.05 1.72
H -0.485 -3.261 3.648 0.05 -0.11 0.26
C -2.454 2.562 -1.848 2.73 0.81 3.17
```
Positions in Å, forces in eV/Å.

Results
charge: -2
energy relative to the best compared isomer or geometry (same formula, charge and spin): 213.80 kJ/mol
LUMO level: 3.74 eV
HOMO: -0.7 eV

No. 3
Here is a cluster of 15 separate species, C6H38O14 in total at a distorted geometry from the OMol25 dataset. Energies are from ωB97M-V with the def2-TZVPD basis set.

```
58
Properties=species:S:1:pos:R:3:forces:R:3
H -0.750 2.319 3.468 0.27 -0.12 0.02
C -3.231 -1.587 1.008 0.12 -0.59 0.85
O -2.949 -0.415 5.043 0.35 0.80 0.70
H 3.134 2.901 -0.492 0.32 -0.21 0.05
H -2.753 -0.419 5.988 -0.22 -0.59 0.02
O 2.759 -0.737 0.001 0.29 0.90 0.26
H -2.263 2.000 -2.379 -0.22 0.02 -0.24
H -0.627 0.369 4.760 0.08 0.29 -0.06
H -3.917 -1.417 1.847 -0.44 0.13 -0.41
H -2.762 2.440 2.853 0.00 -0.15 -0.40
O 0.718 3.680 -0.031 1.04 1.26 -0.28
H -3.454 0.714 -0.609 -0.23 0.22 0.00
H -1.475 -1.122 3.340 0.85 0.00 -0.10
H 2.275 0.219 -4.483 0.13 -0.09 0.17
H -0.546 0.809 6.195 0.11 0.22 0.09
H 1.458 -3.791 -2.575 -0.75 0.13 -0.06
H -0.075 3.787 0.497 -0.11 -1.12 0.01
H 3.268 1.794 1.216 0.12 -0.38 1.24
H 3.905 1.193 2.533 0.03 -0.07 -0.06
O -0.357 2.464 2.597 -0.12 0.30 -0.19
O -0.472 1.160 5.302 -0.02 -0.42 -0.04
H 1.034 2.805 -0.298 -1.15 -0.27 0.24
H 1.896 -2.094 -1.357 0.15 0.36 0.09
H -1.180 -3.281 -4.143 -0.32 -0.03 -0.32
H 1.786 -1.515 -2.803 0.05 0.16 -0.08
C -1.747 1.468 -1.603 -0.46 -0.41 1.21
O 3.150 1.090 1.948 -0.13 0.43 -0.68
O 0.840 -4.552 -2.762 1.32 0.28 0.32
C -1.926 -0.836 1.292 -2.03 -1.80 -1.67
C -2.379 0.826 -0.598 0.19 -0.47 -1.02
O 2.144 -2.247 -2.276 0.01 -0.42 -0.07
O 0.284 -1.478 -6.162 0.11 -0.09 0.38
H -0.668 1.492 -1.609 0.14 0.13 -0.07
C -1.617 0.136 0.440 2.26 1.25 0.36
O 3.393 3.107 0.422 -0.43 0.64 -0.34
H 2.004 1.865 -2.453 -0.38 -0.66 -0.20
O 2.063 1.615 -1.530 0.13 0.87 0.64
H -0.594 -1.383 -6.540 0.02 0.07 -0.09
H 2.575 3.549 0.730 0.36 0.10 -0.07
C -1.160 -1.529 2.367 1.24 -0.66 -0.27
H -2.810 0.542 4.876 -0.32 -0.43 -0.65
H 0.194 -2.309 -5.632 -0.22 0.30 -0.39
H 1.848 0.691 -1.352 0.24 -0.21 -0.46
H -0.091 -1.641 2.081 -0.20 1.21 0.88
H 1.485 -5.268 -2.709 -0.43 -0.40 -0.18
O -0.608 -3.661 -4.824 0.56 0.31 0.79
H -0.610 0.597 0.472 -0.35 -0.43 0.49
H 3.684 -0.742 -0.279 -0.20 -0.35 -0.28
H -3.042 -2.667 1.078 0.20 0.18 0.01
O -2.930 1.580 3.245 -0.30 0.17 0.67
H -3.655 -1.480 0.013 -0.24 0.63 0.19
O 1.481 -0.078 -4.023 0.09 0.26 -0.17
H 0.146 -3.910 -4.229 -0.40 -0.56 -0.43
H -1.345 -2.616 2.447 -0.86 0.48 -0.27
H 0.494 2.889 2.746 0.02 -0.15 0.16
H 2.810 0.003 0.667 -0.27 -0.95 0.12
H 0.914 -0.346 -4.771 -0.23 -0.29 -0.05
H -3.085 0.934 2.550 0.20 0.18 -0.33
```
Positions in Å, forces in eV/Å.

Results
energy relative to the best compared isomer or geometry (same formula, charge and spin): 86.81 kJ/mol
LUMO level: 0.25 eV
HOMO: -8.4 eV

No. 4
Here is an isolated molecule of C5H7N from the OMol25 dataset. Energies are from ωB97M-V with the def2-TZVPD basis set.

```
13
Properties=species:S:1:pos:R:3:forces:R:3
H -0.325 -0.767 -1.263 0.21 -0.09 0.03
C -0.241 1.274 -0.598 0.22 0.14 -0.24
C 0.316 -0.111 -0.671 -0.06 -0.13 -0.14
H -1.975 0.474 1.732 0.06 -0.13 -0.12
N -0.274 0.399 0.541 -0.08 0.14 0.19
H 0.414 2.128 -0.468 -0.04 -0.01 -0.22
C 2.767 -0.998 -0.303 -0.52 0.09 0.00
H -1.212 -1.125 1.550 -0.16 0.13 -0.03
H -2.203 -0.459 0.225 0.05 0.04 0.03
C -1.489 -0.206 1.024 -0.23 -0.12 0.01
C 1.697 -0.518 -0.574 0.48 -0.34 0.29
H 3.634 -1.501 0.058 0.11 0.19 -0.25
H -1.107 1.411 -1.253 -0.02 0.10 0.45
```
Positions in Å, forces in eV/Å.

Results
SMILES: C#C[C@@H]1CN1C
energy relative to the best compared isomer or geometry (same formula, charge and spin): 325.81 kJ/mol
LUMO level: 1.10 eV
HOMO: -9.4 eV